1.
Computed, not measured: C27H48BrK2N4O17S2 as an isolated structure in a non-equilibrium geometry, with wB97M-V/def2-TZVPD.

Geometry as XYZ:
```
101
Properties=species:S:1:pos:R:3:forces:R:3:mulliken_charge:R:1
H -0.9083 -9.5008 -0.9127 -0.05 0.22 -0.05 0.370
H -0.9158 -2.9852 -1.7937 0.02 -0.09 -0.07 0.283
H 6.5780 3.4860 3.8230 -0.26 -0.80 0.03 0.262
N -5.8124 -0.5006 2.0715 -0.15 -0.38 0.01 -1.836
C -2.4761 0.1497 0.5651 -0.28 -0.35 0.85 -0.079
C 1.2566 -0.8515 -3.5449 -1.79 -1.95 -1.95 0.441
N -1.8508 6.3456 -2.6959 -0.91 0.04 0.64 0.943
O 0.8548 -1.4249 -4.6820 2.88 4.86 8.45 -0.614
C 5.5272 3.8072 3.9310 0.40 0.58 -4.39 -0.317
H -2.6624 6.5692 1.9225 0.98 -4.39 -0.23 0.449
C -0.2701 1.6750 -1.5872 0.21 1.25 0.98 0.440
H -1.6538 -4.2737 -0.8308 0.09 0.03 -0.03 0.508
O -0.1176 -6.2501 -2.0143 -0.48 -1.50 0.53 -0.270
H 0.3445 -4.6115 -3.1223 -0.04 -0.40 0.03 0.270
C -0.7605 -3.9921 -1.3961 -0.22 -0.07 0.19 -0.656
K 4.9291 4.6182 -0.3723 -0.63 4.93 -0.92 0.974
H 4.9358 2.1507 5.2109 0.90 -0.04 -0.54 0.200
O -1.5942 -6.8302 -0.0794 -0.15 -0.28 -1.07 -0.581
C -2.8134 5.4972 2.0872 -0.06 0.00 0.51 -1.266
O -0.1674 3.9199 0.6301 -2.17 1.08 0.75 -0.565
H -3.8709 1.1018 -0.9875 1.98 -1.36 -0.23 0.338
C 0.9325 -2.0921 0.7197 0.60 -6.65 2.45 0.365
H -5.0873 -1.0887 2.4986 0.15 -0.07 0.06 0.390
C -0.4934 -4.9769 -2.5190 -0.37 1.24 -0.31 -0.577
H 1.0855 -1.7747 -6.7988 0.38 -0.24 1.09 0.408
O 0.3456 -1.1532 -0.2762 2.00 -1.45 2.62 -0.141
C -0.9069 -4.1479 3.5769 -0.08 0.00 0.08 -0.308
H -2.1587 -0.9551 0.8652 -0.63 2.31 -0.91 0.112
C -2.9213 -3.0480 5.1633 0.06 -0.11 -0.10 -0.477
H -0.6255 -2.1500 2.8203 -0.07 -0.18 0.20 0.327
C -0.2983 -8.7138 -1.3609 0.16 0.06 -0.06 -0.938
H -5.5696 0.4889 2.1992 0.09 0.45 0.05 0.681
O 1.7994 -2.4196 -6.9785 0.16 0.10 2.52 -0.436
H -1.3087 6.3414 -4.7190 -0.01 -0.21 0.18 0.284
H -3.9885 3.9160 1.1925 0.02 0.11 0.03 0.237
H -0.2109 2.6263 -2.3063 -0.09 -2.23 1.51 -0.102
H 1.8828 2.6073 -0.2116 0.74 -0.63 -2.09 0.358
H 5.1653 3.0854 0.1292 -0.86 -6.77 0.97 0.612
H -0.4853 2.1364 -0.5074 0.52 -1.31 -2.46 -0.455
C -2.9993 0.3029 -0.9804 -0.90 -0.64 1.80 -0.334
C 1.5017 -0.4508 -0.9221 1.68 -1.66 0.65 0.784
C -0.8885 5.9912 -3.7740 0.31 0.03 -0.09 -0.663
O -2.9868 5.8647 -2.7822 1.76 0.89 0.35 -0.509
H 0.5802 -8.5262 -0.7411 -0.15 0.05 -0.09 0.310
H -3.1978 -5.0447 5.9250 0.07 0.09 -0.08 0.355
O -2.3004 -7.4065 -2.4425 0.53 0.37 1.00 -0.646
K -3.1124 8.1571 2.0537 -1.22 4.60 0.31 0.232
H -0.0080 -8.9953 -2.3744 -0.06 0.12 0.13 0.317
N 2.4813 -0.4151 0.2696 -0.94 0.72 -2.84 -0.434
H -0.7730 4.9054 -3.7687 -0.17 0.17 -0.09 0.220
S -1.6583 0.6063 -2.2515 -0.01 0.04 0.49 -0.293
S -1.2776 -7.2342 -1.4319 0.57 0.36 -0.30 1.162
O 4.6690 3.4091 2.9810 1.57 1.22 1.18 -0.490
C -1.2531 4.3749 0.9493 1.70 -0.77 -0.63 0.982
H -6.7162 -0.6918 2.5197 -0.04 0.03 0.03 0.799
H -3.5105 -0.7385 -1.2619 1.29 2.29 0.29 0.317
C -2.1955 -2.2343 4.2938 -0.04 -0.24 -0.06 -0.670
C 2.1938 2.2838 -1.2939 0.14 -1.01 -1.62 -0.459
H 3.9937 3.5518 5.4544 0.21 0.86 -0.11 0.201
H -0.1257 -4.5770 2.9554 -0.13 0.15 0.10 0.393
N 1.1927 -3.1816 1.3971 -2.33 9.83 -6.00 -0.691
H 3.4702 -0.4672 -0.0590 -1.02 0.22 0.57 0.326
O 2.3005 -3.0390 -9.0355 -0.44 0.41 0.16 -0.780
H -3.3710 0.4449 1.2928 1.85 -0.49 -1.46 -0.145
O 1.2646 0.5851 -3.1330 0.19 -1.43 -1.09 -0.288
H 3.7882 0.0473 2.0762 -0.89 -0.57 -0.63 0.181
H 1.4441 -2.6485 -1.9697 0.67 2.84 -0.14 0.066
C -1.1895 -2.7838 3.4995 -0.16 -0.04 0.07 -0.102
H 1.9033 3.1362 -2.0615 0.28 -1.83 1.65 0.405
Br 3.7621 -1.8595 -2.6310 -0.82 0.46 0.60 -0.059
C -3.4412 4.8219 0.9113 -1.17 0.00 -0.33 -0.518
H -1.3581 -5.0618 -3.1856 0.12 -0.16 0.07 0.385
H 2.2771 0.4533 0.8113 0.61 -0.94 -0.47 0.416
H 0.0659 6.4815 -3.5709 -0.32 -0.07 0.05 0.294
H -2.4145 -1.1710 4.2345 0.08 -0.07 0.05 0.580
O -1.4446 7.0917 -1.7975 -0.73 -0.91 -0.90 -0.514
H -1.5787 0.8394 0.8612 -1.74 -1.20 -0.75 0.053
O -1.5496 4.8680 2.1872 0.47 -0.38 -0.82 -0.319
O 0.6504 -1.5407 -8.5336 -0.69 0.54 -1.06 -0.790
C 5.0480 3.2405 5.3498 -0.34 -0.99 4.72 -0.140
C 4.5044 2.1231 0.0072 0.19 -2.10 0.49 -1.488
O -2.3304 4.4562 0.1148 1.25 -0.12 0.50 -0.181
H -1.4017 -6.0214 4.5186 -0.04 0.17 -0.03 0.365
C 1.5832 -2.3416 -8.2839 0.72 -0.88 -2.98 0.683
H -3.7087 -2.6206 5.7779 0.10 -0.04 -0.01 0.380
C 1.2317 0.9747 -1.6849 -2.18 0.16 -0.53 -0.069
C -2.6349 -4.4110 5.2447 0.06 0.10 -0.10 -0.368
H 5.6495 4.8958 4.0711 -0.95 0.06 0.40 0.268
C -1.6265 -4.9598 4.4532 -0.08 0.23 0.01 -0.514
O 5.8999 3.6476 6.3014 -1.57 -0.64 -2.07 -0.563
H -4.1124 5.4859 0.3596 0.12 -0.16 -0.15 0.303
H -5.8765 -0.7105 1.0685 0.02 0.02 -0.11 0.457
H 4.0615 1.0080 -2.0561 -0.66 1.89 1.22 -0.082
H 4.2670 2.8842 -2.1314 -1.11 -1.90 0.78 0.364
H 3.7032 2.1338 0.8920 1.98 0.08 -1.74 0.361
H 0.0757 -3.9717 -0.6902 -0.15 -0.07 -0.16 0.174
C 1.8458 -1.5413 -2.1423 -0.78 -0.38 -1.30 -0.052
O 4.3871 0.3230 2.7459 0.90 0.68 0.73 -0.874
H -3.3903 5.3564 3.0053 0.14 0.02 0.03 0.388
C 3.7965 1.9961 -1.4879 0.29 1.60 1.00 -0.356
H 5.1299 1.1225 0.1862 -1.12 2.57 0.02 0.239
```
Positions in Å, forces in eV/Å.

Molecular weight   922.93 g/mol
2S+1   1
Charge   -1
DFT total energy   -7125.005355 Eh


2.
Computed, not measured: C27H48Cl26N4S as an isolated structure in a non-equilibrium geometry, with wB97M-V/def2-TZVPD.

Geometry as XYZ:
```
106
Properties=species:S:1:pos:R:3:forces:R:3:mulliken_charge:R:1
C 2.9785 12.3367 4.2275 0.07 0.09 -0.05 -0.377
H 0.4244 4.7308 -1.6011 0.34 0.14 0.03 0.290
Cl -4.5733 -5.8646 1.4415 -0.03 -0.01 -0.04 -0.079
H -0.9683 -3.9492 3.1076 0.06 0.11 0.15 0.492
H -7.5086 -7.5649 -5.4272 -0.07 -0.01 0.09 0.289
H 0.9449 1.6391 0.4509 -0.06 0.07 0.01 0.387
Cl 4.6753 -5.6772 1.9626 0.09 0.04 -0.01 -0.150
C -4.8288 -5.4062 3.1292 -0.10 0.00 0.14 -0.477
H 2.7653 -2.8598 3.5508 -0.22 0.17 0.18 0.340
Cl -4.5163 -3.6265 -5.7956 0.23 -0.23 -0.17 -0.168
H 9.2766 -5.1484 -0.2394 0.00 -0.06 0.09 0.310
C -0.7066 2.7818 0.0872 0.62 1.59 0.45 -0.473
H -2.5935 -3.4547 -4.4332 -0.01 0.07 -0.06 -0.322
H -4.4970 -0.2434 -4.3967 0.05 -0.11 0.01 0.259
Cl 4.0188 7.8987 -0.5962 0.01 0.03 0.03 -0.151
H 1.7553 5.2443 -0.5137 -0.40 -0.32 -0.06 0.212
H -2.5989 -1.8384 3.7403 0.15 -0.04 -0.08 0.416
H -0.4947 4.8878 0.7454 -0.05 -0.11 -0.26 0.265
H -5.8745 -8.1656 -5.0641 0.01 -0.03 0.11 0.123
N -0.8312 -2.0684 -3.0464 0.75 0.98 0.16 -0.369
C 2.5246 2.6848 -4.3315 -0.16 -0.07 0.24 -0.007
N 1.7969 -4.7329 3.5563 0.19 0.28 0.40 -0.391
H -5.6904 -4.7507 3.1868 0.06 0.05 -0.07 0.294
H 0.9014 -1.4922 3.0899 -0.36 -0.11 -0.01 0.303
H 2.3680 12.8404 3.4868 -0.07 -0.03 0.07 0.314
C -0.3424 -0.2223 -1.6982 0.00 0.09 0.24 1.093
Cl -1.7085 -3.4942 -6.6147 0.08 0.04 0.05 -0.170
C 1.7825 -3.2762 3.8266 0.27 -0.23 -0.54 -0.926
Cl 2.9122 13.2469 5.7390 0.03 0.01 -0.02 -0.135
H 1.6451 -3.0937 4.9001 -0.12 -0.01 -0.20 0.446
H 1.3033 1.6001 -9.6634 -0.07 -0.04 -0.07 0.275
H -3.8794 -7.5682 -1.7342 0.08 -0.02 -0.06 0.465
H -0.7122 -2.9353 4.5592 0.03 -0.26 -0.14 0.365
C 0.6959 -2.5702 2.9985 0.67 -0.30 0.29 -0.371
C -2.8404 -3.9895 -5.3464 0.05 -0.04 0.02 0.744
Cl -0.3019 5.4273 3.8977 -0.03 0.02 -0.03 -0.160
Cl -3.5159 -1.0894 -2.4241 -1.14 0.51 -0.43 0.063
H 3.0015 8.4408 1.4537 -0.01 -0.09 -0.03 0.139
H -1.2901 2.5833 1.0003 -0.16 -0.22 -0.33 0.287
H -1.2567 -0.9271 3.0576 -0.37 0.03 -0.09 0.405
H 3.8028 10.2764 6.4318 0.12 0.05 0.14 0.027
Cl -2.3084 -5.8267 -1.5204 -0.01 -0.03 0.03 -0.124
Cl 2.5480 10.1294 8.4098 -0.07 0.02 -0.06 -0.150
C 0.1272 4.0583 0.3961 0.92 -1.19 0.41 -0.194
Cl -6.0444 -1.8409 -3.6515 -0.39 0.24 0.27 -0.144
H 2.5596 -4.9207 2.9103 -0.39 -0.07 0.01 0.062
H 1.6702 3.5973 -1.1175 -0.23 -0.09 0.28 0.340
C -3.7142 -6.6224 -2.2379 -0.03 0.06 0.18 -0.395
Cl -0.8410 2.5310 -9.9355 0.04 0.06 0.00 -0.161
C 1.0603 4.4279 -0.7535 -0.24 0.40 -0.56 -1.085
H 4.7955 -7.9728 2.4580 -0.04 0.08 0.05 0.316
H 0.5387 7.2672 2.6905 0.00 -0.10 0.07 -0.323
H 2.8901 8.7601 6.5298 0.03 -0.07 0.08 -0.220
C 0.3858 1.5816 -9.0863 0.07 0.02 0.07 -0.088
H 0.5520 2.0203 -8.1088 -0.09 -0.03 0.00 0.096
Cl -3.4566 -6.9326 -3.9593 -0.13 -0.43 0.08 -0.202
Cl 1.0070 7.8344 4.9203 -0.10 -0.09 0.03 -0.185
H -2.1741 -3.2867 1.4605 -0.25 0.16 -0.08 0.405
H 0.7583 3.7703 1.2567 -0.17 0.28 -0.02 0.220
Cl -3.4242 -4.5601 3.7867 -0.27 -0.20 0.12 -0.071
H 2.0744 -5.2142 4.4065 -0.14 -0.08 -0.09 0.234
H 4.0089 12.2893 3.8930 0.00 -0.05 0.08 0.294
C 8.2673 -5.0309 0.1376 -0.01 0.09 -0.06 -0.277
H -5.0030 -6.3026 3.7134 0.09 -0.03 -0.05 0.347
Cl 2.8026 2.3185 -6.0373 -0.03 -0.03 -0.14 -0.184
Cl 4.9493 8.6369 7.6620 0.01 -0.05 -0.05 -0.180
C -0.4121 0.4372 -0.4218 0.32 -0.15 -0.65 -1.018
C 4.2928 -7.3845 1.6986 0.04 -0.13 -0.05 -0.291
C 2.7129 8.5266 0.4114 0.07 0.10 0.08 -0.181
N 0.2583 0.2056 -2.8280 -0.57 -0.94 0.07 -0.463
H -1.1017 0.2938 1.5377 -0.05 -0.14 -0.14 0.401
Cl 1.2091 7.6251 0.1616 -0.06 0.33 0.08 -0.148
C -6.8994 -8.1096 -4.7151 0.06 0.01 -0.14 -0.096
H 2.3348 1.7556 -3.8059 0.03 0.02 0.00 0.123
C -1.6238 -2.1589 -0.7482 0.70 0.56 0.13 -1.441
Cl 8.3184 -4.0527 1.6077 0.02 0.04 -0.03 -0.143
Cl -0.1227 -0.0979 -8.8761 0.06 -0.01 0.05 -0.123
C -1.6700 -1.5065 0.4464 -0.29 -0.45 0.21 0.900
H 2.5413 9.5661 0.1565 -0.03 -0.05 -0.09 0.314
Cl -7.5383 -9.7488 -4.5529 0.01 0.00 -0.05 -0.166
H 7.6498 -4.5260 -0.5966 -0.07 -0.02 0.08 0.249
S -0.0029 -0.9848 -3.8981 0.20 0.22 -0.35 0.112
C -4.8731 -0.5422 -3.4234 0.01 0.05 -0.05 -0.486
C -1.0595 -0.2172 0.5775 -0.17 0.18 0.36 -0.312
H -0.9359 7.6718 3.6001 0.01 -0.02 0.12 0.334
Cl -6.9229 -7.2451 -3.1730 -0.09 0.04 0.01 -0.142
C 0.0108 7.1443 3.6296 -0.02 0.01 -0.12 0.278
H -2.0553 -3.1465 -0.8717 0.08 0.15 -0.11 0.517
N 0.2266 1.7106 -0.2626 -0.67 -0.29 -0.05 -0.002
C -0.9558 -1.5042 -1.8301 0.16 -1.20 0.28 0.077
H -1.3756 3.0480 -0.7400 0.01 -0.60 0.00 0.268
H -4.5808 -5.9815 -2.1254 0.07 0.07 -0.08 0.251
Cl 2.5571 -7.6912 1.7963 0.03 -0.05 -0.01 -0.148
C -2.3604 -2.2158 1.6119 0.78 0.16 0.18 -0.618
Cl 3.9160 3.4857 -3.5956 0.02 0.02 0.04 -0.178
C -1.7824 -1.8848 3.0135 0.26 -0.89 -0.07 -1.057
C -0.7164 -2.9479 3.4595 -0.14 1.25 0.04 -0.742
H 1.6650 3.3396 -4.2468 0.05 0.03 -0.06 0.233
H -5.3559 0.2977 -2.9361 -0.03 -0.09 0.06 0.356
H 0.8831 -2.8371 1.9481 -0.24 0.09 0.11 0.129
H -2.7530 -5.0602 -5.1932 0.05 0.35 -0.19 -0.079
Cl 2.3713 10.6860 4.4386 -0.18 0.26 -0.54 -0.043
H 4.6439 -7.6679 0.7126 -0.04 0.10 -0.02 0.268
C 3.4996 9.4674 7.0759 0.17 -0.08 0.33 0.535
Cl 7.5871 -6.6339 0.4435 0.17 -0.14 -0.15 -0.138
H -3.4513 -2.1019 1.5700 0.21 0.30 -0.02 0.463
```
Positions in Å, forces in eV/Å.

Molecular weight   1382.55 g/mol
2S+1   1
DFT total energy   -13639.720458 Eh